No. 1
Density functional theory data (the ωB97M-V functional and the def2-TZVPD basis) for a molecular structure, C6H16N3Tc in a non-equilibrium geometry.

Each line ends with the natural charge from an NBO analysis.
Positions of all 26 atoms, in Å:
1 C -2.768 2.716 -1.543  -0.85
2 Tc 1.304 -0.101 -1.776  0.74
3 N 1.449 -1.833 -2.963  -1.05
4 H -0.394 -0.271 -2.214  -0.15
5 H 2.412 -2.084 -3.282  0.41
6 H -3.088 1.866 -2.042  0.21
7 H -3.093 3.590 -2.135  0.23
8 H -1.663 2.741 -1.367  0.20
9 H -3.186 2.760 -0.541  0.21
10 H 1.071 -2.664 -2.502  0.42
11 H 0.838 -1.614 -3.751  0.41
12 C 2.457 -0.017 3.104  -0.66
13 C 1.350 -0.166 2.118  0.24
14 C 0.014 -0.614 2.238  -0.34
15 C -0.510 -0.421 0.897  0.25
16 N 0.452 0.106 0.020  -0.41
17 N 1.545 0.258 0.871  -0.36
18 C -1.814 -0.866 0.407  -0.68
19 H 2.044 0.601 3.928  0.26
20 H 2.759 -1.011 3.500  0.26
21 H 3.340 0.494 2.655  0.23
22 H -0.430 -1.044 3.180  0.27
23 H 2.402 0.583 0.444  0.41
24 H -1.963 -1.958 0.567  0.25
25 H -2.696 -0.353 0.865  0.26
26 H -1.834 -0.696 -0.677  0.24

Properties
Charge   +1
DFT total energy   -13140.4896 eV
2S+1   4
Lowest unoccupied orbital energy (alpha / beta)   -3.998 / -4.057 eV
Maximum force   4.890 eV/A

No. 2
Density functional theory data (the ωB97M-V functional and the def2-TZVPD basis) for a molecular structure, C11H19CoNOSi in a non-equilibrium geometry.

Each line ends with the natural charge from an NBO analysis.
Positions of all 34 atoms, in Å:
1 C -3.158 -0.008 -0.995  -0.36
2 C -3.014 1.398 -0.845  -0.39
3 C -2.557 1.666 0.480  -0.41
4 C -2.405 0.418 1.144  -0.36
5 C -2.768 -0.619 0.232  -0.37
6 Co -0.824 0.356 -0.665  1.12
7 C -0.114 2.244 -2.067  -0.69
8 C -0.513 1.368 -2.997  0.15
9 C -0.917 0.739 -4.082  -0.55
10 N -0.213 -0.944 -1.593  -1.29
11 H -2.347 2.650 0.903  0.19
12 H -3.224 2.143 -1.617  0.19
13 H -2.049 0.271 2.165  0.20
14 H -2.743 -1.691 0.434  0.21
15 H -3.474 -0.530 -1.899  0.20
16 H -0.805 2.992 -1.658  0.22
17 H -0.020 -1.736 -2.217  0.27
18 H 0.934 2.299 -1.754  0.23
19 H -0.877 1.258 -5.050  0.16
20 H -1.293 -0.287 -4.054  0.23
21 C 3.291 0.458 1.665  -1.15
22 Si 1.957 -0.845 1.579  1.89
23 C 2.671 -2.426 0.889  -1.15
24 C 1.278 -1.159 3.289  -1.15
25 O 0.652 -0.281 0.526  -1.33
26 H 4.110 0.105 2.326  0.19
27 H 2.864 1.397 2.074  0.23
28 H 3.691 0.644 0.648  0.23
29 H 3.489 -2.781 1.549  0.18
30 H 1.876 -3.197 0.837  0.23
31 H 3.070 -2.237 -0.128  0.24
32 H 0.852 -0.219 3.695  0.23
33 H 0.484 -1.932 3.234  0.23
34 H 2.094 -1.513 3.952  0.19

Properties
Charge   -2
DFT total energy   -60750.6918 eV
2S+1   4
Lowest unoccupied orbital energy (alpha / beta)   5.684 / 5.716 eV
Maximum force   7.161 eV/A

No. 3
Density functional theory data (the ωB97M-V functional and the def2-TZVPD basis) for 2 unconnected molecules or ions with the total composition C7H11N3O2 in a non-equilibrium geometry.

Each line ends with the natural charge from an NBO analysis.
Positions of all 23 atoms, in Å:
1 C -1.942 0.100 -0.327  0.62
2 C -2.340 0.032 1.133  0.03
3 C -4.010 -0.380 -0.182  0.29
4 C 2.901 -2.349 -0.243  -0.60
5 C 1.815 -1.288 -0.128  -0.49
6 C 2.396 0.086 0.177  0.67
7 C 1.856 2.474 -0.151  -0.42
8 H -1.691 0.222 1.979  0.23
9 H -5.070 -0.602 -0.403  0.21
10 H 2.442 -3.312 -0.405  0.20
11 H 3.589 -2.096 -1.067  0.21
12 H 3.462 -2.377 0.684  0.22
13 H 1.203 -1.246 -1.056  0.21
14 H 1.128 -1.535 0.685  0.21
15 H 0.700 0.838 -0.690  0.42
16 H 2.769 2.585 0.449  0.23
17 H 1.013 2.946 0.384  0.18
18 H 1.963 2.975 -1.131  0.19
19 N -3.598 -0.236 1.216  -0.39
20 N -3.114 -0.207 -1.069  -0.48
21 N 1.624 1.071 -0.333  -0.63
22 O -0.897 0.400 -0.820  -0.48
23 O 3.404 0.244 0.846  -0.64

Properties
Charge   0
DFT total energy   -16001.5361 eV
Energy relative to the best compared isomer or geometry (same formula, charge and spin)   127.59 kJ/mol
Lowest unoccupied orbital energy   -2.343 eV
Maximum force   1.484 eV/A

No. 4
Density functional theory data (the ωB97M-V functional and the def2-TZVPD basis) for 2 unconnected molecules or ions with the total composition C6H12O.

Each line ends with the natural charge from an NBO analysis.
Positions of all 19 atoms, in Å:
1 C 0.162 -1.800 -1.068  -0.65
2 C -0.320 -1.822 0.358  -0.19
3 C -1.191 -0.988 0.930  -0.19
4 C -1.869 0.191 0.292  -0.66
5 C 1.435 1.442 1.064  -0.52
6 C 1.467 1.986 -0.145  0.13
7 O 1.069 1.312 -1.266  -0.69
8 H 1.234 -1.572 -1.127  0.22
9 H -0.357 -1.058 -1.679  0.21
10 H 0.007 -2.783 -1.529  0.21
11 H 0.093 -2.617 0.982  0.19
12 H -1.436 -1.143 1.984  0.19
13 H -1.428 0.457 -0.672  0.22
14 H -2.941 0.001 0.150  0.22
15 H -1.779 1.071 0.938  0.22
16 H 1.075 0.427 1.204  0.22
17 H 1.753 2.022 1.923  0.21
18 H 1.816 3.005 -0.301  0.16
19 H 1.210 1.869 -2.038  0.48

Properties
Charge   0
DFT total energy   -8462.5956 eV
Energy relative to the best compared isomer or geometry (same formula, charge and spin)   169.65 kJ/mol
Lowest unoccupied orbital energy   0.720 eV
Maximum force   0.397 eV/A